Computed, not measured: a single C4H3FO2S molecule, with the ωB97M-V functional and the def2-TZVPD basis.

Atoms and positions in Å:
O: -1.17 1.49 1.13
C: -1.19 1.52 -0.06
O: -0.42 0.73 -0.87
C: 0.32 -0.25 -0.23
C: -0.33 -1.48 0.19
S: -1.92 -1.79 0.04
C: 1.63 -0.05 -0.12
F: 2.43 -0.98 0.40
H: -1.83 2.15 -0.67
H: 0.34 -2.21 0.63
H: 2.15 0.86 -0.45

Summary:
ΔE to the lowest compared entry with this formula, charge and spin: 18.2 kcal/mol
Total charge: 0
E_HOMO: -0.3347 Ha
LUMO: -1.0 eV
M: 134.13 Da
Structure (SMILES): O=CO/C(C=S)=C/F

***

Computed, not measured: a 2-piece molecular cluster, C3H9N2O overall at a distorted geometry, with the ωB97M-V functional and the def2-TZVPD basis.

Atoms and positions in Å:
C: -0.41 -1.31 0.42
C: 1.29 0.43 -0.12
C: -0.89 0.73 -0.86
N: -0.47 -0.37 1.41
N: -0.06 0.02 0.07
O: 1.31 -2.35 0.98
H: -0.96 -2.01 -0.18
H: 1.35 0.51 -1.17
H: 1.31 1.56 0.20
H: 1.96 -0.38 0.34
H: -0.79 1.78 -0.58
H: -0.63 0.60 -1.86
H: -2.00 0.44 -0.79
H: -1.32 0.08 1.74
H: 1.26 -2.97 1.69

Summary:
ΔE to the lowest compared entry with this formula, charge and spin: 175.6 kcal/mol
Total charge: +1
E_HOMO (alpha / beta): -0.5419 / -0.5418 Ha
LUMO (alpha / beta): -5.2 / -5.2 eV
M: 89.12 Da

***

Computed, not measured: C16H26Br10F7N2O4S as an isolated structure at a distorted geometry, with the ωB97M-V functional and the def2-TZVPD basis.

Atoms and positions in Å:
N: -2.53 -2.87 -0.07
C: -1.61 -1.89 0.56
C: -1.33 -0.66 -0.35
N: -1.18 0.60 0.46
S: 0.20 0.59 1.42
O: 0.79 1.89 1.30
O: 1.16 -0.41 1.02
C: -0.28 0.42 3.23
F: -0.17 1.66 3.74
F: -1.58 0.11 3.38
C: 0.65 -0.47 4.08
F: 0.28 -0.28 5.37
F: 1.92 -0.06 4.01
C: 0.59 -2.01 3.83
F: 1.51 -2.44 2.98
F: 0.89 -2.61 5.01
F: -0.60 -2.45 3.48
C: -2.54 -0.40 -1.32
O: -3.70 -0.42 -0.88
O: -2.20 -0.16 -2.50
H: -2.05 -3.77 -0.03
H: -3.31 -2.99 0.56
H: -0.63 -2.35 0.78
H: -2.09 -1.56 1.49
H: -0.45 -0.86 -0.94
H: -2.03 0.70 1.01
Br: -1.25 6.04 -1.50
C: -2.75 4.90 -2.04
C: -3.25 4.07 -0.88
Br: -2.07 2.55 -0.51
H: -2.41 4.31 -2.88
H: -3.52 5.60 -2.38
H: -4.21 3.62 -1.13
H: -3.34 4.63 0.04
Br: 0.17 -5.59 -0.45
C: 1.87 -5.02 -1.21
C: 2.11 -3.55 -1.03
Br: 1.07 -2.49 -2.29
H: 1.86 -5.32 -2.25
H: 2.62 -5.60 -0.67
H: 3.14 -3.30 -1.24
H: 1.85 -3.19 -0.03
Br: 0.80 7.89 -0.02
C: 2.65 8.43 -0.27
C: 3.04 8.43 -1.72
Br: 3.33 6.62 -2.38
H: 3.26 7.76 0.33
H: 2.72 9.44 0.14
H: 3.99 8.94 -1.87
H: 2.28 8.88 -2.36
Br: -3.75 1.50 -5.35
C: -3.75 -0.44 -5.31
C: -2.90 -1.02 -6.41
Br: -3.80 -0.94 -8.14
H: -4.78 -0.76 -5.36
H: -3.33 -0.70 -4.33
H: -2.72 -2.08 -6.23
H: -1.95 -0.50 -6.53
Br: 3.72 -5.56 2.21
C: 3.45 -5.24 4.11
C: 4.69 -4.71 4.76
Br: 6.01 -6.12 5.05
H: 3.11 -6.18 4.54
H: 2.65 -4.51 4.16
H: 4.47 -4.32 5.75
H: 5.18 -3.94 4.18

Summary:
Total charge: -1
E_HOMO: -0.1913 Ha
LUMO: 1.9 eV
M: 1274.49 Da

***

Computed, not measured: a single C23H22N4O3S molecule, with the ωB97M-V functional and the def2-TZVPD basis.

Atoms and positions in Å:
C: -0.04 2.55 4.13
O: 0.18 1.16 3.99
C: 1.20 0.73 3.19
C: 2.15 1.59 2.66
C: 3.20 1.13 1.88
C: 3.32 -0.22 1.64
C: 2.37 -1.09 2.15
C: 1.28 -0.65 2.89
N: 0.36 -1.62 3.31
C: -0.14 -2.55 2.32
C: -1.57 -2.13 1.85
N: -1.87 -0.82 2.34
C: -1.89 0.32 1.62
O: -2.20 1.40 2.08
C: -1.52 0.22 0.18
C: -2.27 0.67 -0.87
C: -1.59 0.56 -2.11
C: -2.09 0.90 -3.41
O: -3.18 1.33 -3.70
N: -1.11 0.68 -4.44
C: -1.49 0.98 -5.72
C: -0.65 0.81 -6.77
C: 0.64 0.30 -6.54
C: 1.05 -0.02 -5.28
C: 2.40 -0.57 -4.97
C: 0.15 0.17 -4.18
N: 0.56 -0.14 -2.97
C: -0.30 0.06 -1.98
S: 0.08 -0.30 -0.32
C: -1.93 -0.76 3.78
C: -0.63 -1.39 4.34
H: -0.23 3.01 3.16
H: 0.79 3.05 4.63
H: -0.94 2.64 4.74
H: 2.08 2.65 2.85
H: 3.92 1.83 1.48
H: 4.15 -0.61 1.06
H: 2.49 -2.15 1.98
H: 0.53 -2.57 1.47
H: -0.18 -3.55 2.76
H: -2.32 -2.82 2.26
H: -1.64 -2.16 0.76
H: -3.26 1.05 -0.77
H: -2.50 1.37 -5.80
H: -0.98 1.06 -7.76
H: 1.31 0.16 -7.38
H: 3.00 -0.66 -5.87
H: 2.30 -1.54 -4.49
H: 2.90 0.09 -4.25
H: -2.81 -1.32 4.13
H: -2.03 0.28 4.06
H: -0.20 -0.75 5.11
H: -0.85 -2.36 4.79

Summary:
ΔE to the lowest compared entry with this formula, charge and spin: 28.1 kcal/mol
Total charge: 0
E_HOMO: -0.2766 Ha
LUMO: 0.0 eV
M: 434.52 Da
Structure (SMILES): COc1ccccc1N1CCN(C(=O)c2cc3c(=O)n4cccc(C)c4nc3s2)CC1

***

Computed, not measured: a 5-piece molecular cluster, C34H38Cl2F4IN4 overall at a distorted geometry, with the ωB97M-V functional and the def2-TZVPD basis.

Atoms and positions in Å:
C: -1.11 -5.34 -1.27
C: -0.61 -4.94 -2.66
C: 0.68 -5.69 -3.00
C: -0.57 -3.40 -2.84
C: 0.80 -2.74 -2.96
N: 1.47 -2.58 -1.67
N: 2.32 -3.45 -1.08
C: 2.74 -2.90 0.07
I: 4.07 -3.75 1.39
N: 2.19 -1.72 0.24
C: 1.41 -1.51 -0.83
N: 0.69 -0.41 -1.03
C: 0.65 0.74 -0.15
Cl: 2.26 1.36 0.26
C: -0.19 0.54 1.13
C: -0.74 1.92 1.55
Cl: -1.58 -0.51 0.74
H: -1.11 -6.43 -1.22
H: -0.52 -4.91 -0.47
H: -2.15 -5.05 -1.20
H: -1.36 -5.30 -3.36
H: 1.19 -5.33 -3.89
H: 0.41 -6.71 -3.23
H: 1.35 -5.77 -2.15
H: -1.02 -2.97 -1.94
H: -1.20 -3.07 -3.65
H: 0.65 -1.73 -3.32
H: 1.47 -3.21 -3.68
H: 2.61 -4.34 -1.45
H: 0.10 -0.37 -1.84
H: 0.17 1.53 -0.72
H: 0.40 0.14 1.94
H: -0.11 2.70 1.12
H: -0.69 2.03 2.63
H: -1.73 2.08 1.16
F: -7.17 3.81 -1.50
C: -6.30 2.87 -1.09
C: -5.23 2.56 -1.90
C: -4.33 1.59 -1.47
C: -4.52 0.95 -0.25
C: -5.61 1.29 0.55
C: -6.51 2.25 0.13
H: -5.10 3.06 -2.85
H: -3.48 1.34 -2.09
H: -3.81 0.20 0.08
H: -5.76 0.79 1.50
H: -7.36 2.53 0.74
F: 1.52 -4.95 7.46
C: 2.66 -4.45 6.95
C: 3.57 -3.85 7.80
C: 4.75 -3.34 7.27
C: 5.00 -3.43 5.91
C: 4.07 -4.04 5.08
C: 2.89 -4.56 5.60
H: 3.35 -3.78 8.86
H: 5.47 -2.87 7.92
H: 5.91 -3.04 5.50
H: 4.25 -4.12 4.01
H: 2.16 -5.05 4.97
F: -3.65 2.76 -5.00
C: -3.89 3.91 -5.68
C: -5.19 4.32 -5.86
C: -5.43 5.50 -6.55
C: -4.37 6.24 -7.05
C: -3.06 5.81 -6.85
C: -2.82 4.63 -6.16
H: -6.01 3.72 -5.47
H: -6.44 5.84 -6.70
H: -4.56 7.16 -7.59
H: -2.24 6.38 -7.24
H: -1.81 4.28 -5.99
F: 2.42 2.64 4.68
C: 3.55 3.19 4.19
C: 4.44 3.80 5.05
C: 5.60 4.36 4.54
C: 5.86 4.30 3.17
C: 4.95 3.68 2.32
C: 3.79 3.11 2.83
H: 4.21 3.84 6.11
H: 6.30 4.83 5.20
H: 6.76 4.73 2.78
H: 5.15 3.64 1.26
H: 3.07 2.62 2.19

Summary:
ΔE to the lowest compared entry with this formula, charge and spin: 0.0 kcal/mol
Total charge: +1
E_HOMO: -0.3991 Ha
LUMO: -2.9 eV
M: 776.51 Da

***

Computed, not measured: an isolated ion of composition C5H12N2 and charge +1 at a distorted geometry, with the ωB97M-V functional and the def2-TZVPD basis.

Atoms and positions in Å:
C: 1.35 1.54 -0.13
C: 0.64 0.40 -0.87
C: 0.30 -0.78 0.14
C: -0.92 -0.59 0.91
C: -0.90 -0.49 2.28
N: -2.06 -0.35 0.07
N: 1.42 0.01 -2.07
H: 2.28 1.18 0.37
H: 1.40 2.40 -0.65
H: 0.82 2.07 0.72
H: -0.38 0.81 -1.10
H: -0.06 -1.62 -0.38
H: 1.22 -1.00 0.80
H: -1.76 -0.38 2.82
H: 0.00 -0.64 2.77
H: -2.88 -0.60 0.63
H: -2.08 -0.89 -0.81
H: 2.23 0.50 -2.17
H: 0.89 0.13 -2.91

Summary:
ΔE to the lowest compared entry with this formula, charge and spin: 56.5 kcal/mol
Total charge: +1
<S²>: 0.7618
2S+1: 2
E_HOMO (alpha / beta): -0.4911 / -0.4858 Ha
LUMO (alpha / beta): -3.8 / -7.9 eV
M: 100.16 Da